Below is the molecule CH5N3O2S in a non-equilibrium geometry, with properties calculated with the ωB97M-V functional and the def2-TZVPD basis.

XYZ file:
```
12
Properties=species:S:1:pos:R:3:forces:R:3:lowdin_charge:R:1
C -1.243 -0.661 -0.562 -1.5 8.9 -5.4 -0.443
N -1.454 -1.835 -0.203 0.7 -8.8 2.6 0.117
N -0.311 0.163 0.049 0.9 1.3 0.0 -0.377
N -0.150 1.479 -0.550 1.5 1.4 1.5 0.022
O 1.138 0.899 1.856 0.7 0.1 0.5 -0.440
O 2.105 -0.655 0.149 -0.5 0.2 -0.7 -0.301
S 0.875 -0.365 1.215 -1.0 0.3 -1.0 0.910
H 1.651 -0.628 -0.729 0.8 -0.2 0.6 0.067
H -1.836 -0.229 -1.536 1.6 -0.8 2.9 0.160
H -1.194 -2.187 0.730 -1.2 0.5 -0.1 0.060
H 0.881 1.849 -0.608 -2.0 -1.9 0.0 0.125
H -0.464 2.170 0.190 -0.1 -1.2 -0.9 0.101
```
Forces are in eV/Å.

Output
**Gap between HOMO and LUMO (spin up / spin down)**: 5.6 / 7.5 eV
**M**: 123.137 u
**⟨S²⟩**: 2.0066
**Spin multiplicity**: 3
**Relative energy (zero: lowest compared OMol25 entry of this formula, charge and spin)**: 3.932 eV